{"formula": "C27H37N4O4", "method": "ωB97M-V with the def2-TZVPD basis set", "gap_ev": 9.2, "total_energy_ev": -42746.370, "total_charge": 1, "e_homo_ev": -10.94, "smiles": "CC(C)OC(=O)Nc1ccc2c(c1)N(C(=O)CCN1CC[NH+](CCO)CC1)c1ccccc1CC2", "largest_force_ev_per_a": 0.91, "species": ["C", "C", "C", "O", "C", "O", "N", "C", "C", "C", "C", "C", "C", "N", "C", "O", "C", "C", "N", "C", "C", "N", "C", "C", "O", "C", "C", "C", "C", "C", "C", "C", "C", "C", "C", "H", "H", "H", "H", "H", "H", "H", "H", "H", "H", "H", "H", "H", "H", "H", "H", "H", "H", "H", "H", "H", "H", "H", "H", "H", "H", "H", "H", "H", "H", "H", "H", "H", "H", "H", "H", "H"], "xyz": [[4.82878, 2.04735, -2.05247], [4.04300, 1.86834, -3.34582], [4.08629, 0.43119, -3.85256], [2.69175, 2.35451, -3.20561], [1.83979, 1.79320, -2.34426], [2.04604, 0.80344, -1.67313], [0.67972, 2.50477, -2.36715], [-0.47709, 2.34885, -1.60245], [-1.59697, 3.11061, -1.93337], [-2.74904, 2.99896, -1.18936], [-2.85619, 2.13614, -0.09738], [-1.72799, 1.38631, 0.22477], [-0.55324, 1.49577, -0.51307], [-1.70669, 0.48335, 1.33247], [-1.41975, -0.80699, 1.14250], [-1.15684, -1.24677, 0.01529], [-1.44091, -1.73024, 2.33895], [-0.00507, -2.15003, 2.72860], [0.73268, -2.54609, 1.55884], [2.09840, -2.13430, 1.37010], [2.30064, -1.91373, -0.14923], [1.10965, -2.42287, -0.85423], [1.14403, -2.20229, -2.31365], [-0.26140, -1.85828, -2.84481], [-1.24424, -2.73710, -2.36952], [0.87578, -3.83073, -0.47637], [0.50664, -3.86704, 1.02381], [-2.04180, 1.05449, 2.59574], [-1.05797, 1.33101, 3.53172], [-1.41331, 1.90706, 4.73910], [-2.74020, 2.20842, 4.99713], [-3.71470, 1.94442, 4.04937], [-3.37725, 1.36355, 2.83644], [-4.36681, 1.10081, 1.74386], [-4.18518, 2.12095, 0.61570], [5.86884, 1.78709, -2.22363], [4.42796, 1.40560, -1.27186], [4.77674, 3.08144, -1.72059], [4.44195, 2.53758, -4.11549], [3.80262, -0.25995, -3.06344], [3.41292, 0.30797, -4.69768], [5.09651, 0.19792, -4.17504], [0.66607, 3.26543, -3.03405], [-1.55829, 3.78969, -2.77139], [-3.60762, 3.59547, -1.45852], [0.30807, 0.91642, -0.22729], [-2.00648, -2.61761, 2.04822], [-1.92874, -1.26803, 3.19475], [-0.06362, -2.94681, 3.48314], [0.50157, -1.29721, 3.18314], [2.81021, -2.88771, 1.74420], [2.28292, -1.20598, 1.91003], [2.40220, -0.85477, -0.38788], [3.18233, -2.44474, -0.51356], [0.27437, -1.90249, -0.45287], [1.53437, -3.09855, -2.79844], [1.80009, -1.35860, -2.52644], [-0.49905, -0.82516, -2.57117], [-0.24793, -1.93912, -3.93511], [-1.59905, -2.37542, -1.54449], [0.06478, -4.22329, -1.09079], [1.78446, -4.40160, -0.67918], [1.10434, -4.63395, 1.54278], [-0.54581, -4.12009, 1.14622], [-0.02539, 1.10628, 3.30984], [-0.65415, 2.12495, 5.47377], [-3.01572, 2.65828, 5.93801], [-4.74630, 2.18951, 4.25160], [-4.23918, 0.08906, 1.35027], [-5.38260, 1.18770, 2.13026], [-4.35125, 3.12216, 1.02676], [-4.96270, 1.95144, -0.13401]], "forces_ev_per_a": [[-0.282, 0.101, -0.199], [0.522, -0.366, 0.114], [-0.159, 0.288, 0.066], [-0.241, 0.144, -0.007], [-0.139, 0.229, -0.250], [0.075, -0.128, 0.179], [0.086, 0.460, -0.434], [-0.234, -0.285, 0.430], [0.036, -0.070, 0.024], [0.212, -0.060, 0.033], [0.088, -0.120, 0.024], [-0.001, 0.352, -0.677], [0.108, 0.097, -0.029], [-0.027, 0.373, -0.064], [-0.141, -0.538, 0.293], [-0.351, 0.036, -0.191], [0.157, -0.063, 0.066], [-0.215, 0.021, -0.036], [0.296, -0.117, 0.269], [0.065, -0.143, 0.046], [0.542, 0.333, 0.378], [-0.459, 0.298, 0.109], [-0.286, 0.117, -0.856], [0.385, 0.133, -0.012], [-0.272, -0.281, 0.192], [-0.230, -0.720, 0.156], [-0.050, 0.113, 0.081], [-0.071, 0.167, 0.600], [-0.096, -0.001, -0.098], [0.053, -0.022, 0.049], [0.000, 0.034, 0.034], [0.060, -0.022, -0.030], [0.094, -0.213, -0.095], [-0.022, 0.194, -0.088], [-0.196, -0.137, 0.089], [0.131, -0.008, -0.019], [0.028, -0.045, 0.036], [0.053, 0.084, 0.047], [-0.078, -0.136, 0.149], [0.020, -0.058, 0.020], [-0.022, -0.050, -0.110], [0.110, -0.029, -0.065], [0.074, -0.131, 0.125], [-0.008, 0.089, -0.126], [-0.102, 0.077, -0.039], [0.018, -0.021, 0.020], [-0.041, 0.082, -0.042], [-0.041, -0.114, 0.000], [0.022, 0.113, 0.024], [0.018, -0.053, 0.027], [0.007, 0.088, -0.001], [0.015, -0.022, -0.040], [-0.044, -0.182, -0.038], [-0.099, 0.007, -0.113], [0.468, -0.212, -0.169], [0.030, -0.001, 0.117], [0.045, -0.100, 0.076], [0.015, -0.008, -0.030], [0.087, 0.098, 0.097], [-0.034, 0.054, -0.113], [0.181, 0.102, 0.013], [-0.008, 0.140, -0.082], [-0.071, 0.039, -0.049], [0.011, -0.039, -0.044], [0.122, -0.013, -0.048], [0.070, 0.022, 0.077], [-0.027, 0.047, 0.098], [-0.128, 0.018, 0.020], [-0.086, -0.007, 0.029], [0.019, -0.064, -0.011], [-0.064, -0.036, -0.026], [0.006, 0.067, 0.028]]}

=====

{"formula": "C27H38Br5IrO3SSi", "method": "ωB97M-V with the def2-TZVPD basis set", "gap_ev": [2.2, 2.1], "total_energy_ev": -406518.246, "total_charge": -2, "e_homo_ev": [1.11, 1.19], "largest_force_ev_per_a": 3.80, "species": ["Ir", "Br", "C", "C", "Br", "C", "Br", "C", "O", "C", "O", "C", "Br", "C", "C", "C", "C", "Si", "Br", "C", "C", "C", "C", "C", "C", "C", "C", "H", "H", "H", "H", "H", "H", "H", "H", "H", "H", "H", "H", "H", "H", "H", "H", "H", "H", "H", "H", "H", "H", "H", "H", "H", "H", "H", "C", "S", "C", "O", "H", "H", "H", "H", "H", "H", "C", "C", "C", "C", "C", "C", "C", "H", "H", "H", "H", "H"], "xyz": [[-0.65042, -2.39213, 1.31790], [-1.05924, -8.89678, -1.56937], [-0.94273, -7.46652, -0.32188], [-1.26968, -7.66488, 1.00633], [-1.91564, -9.34866, 1.59891], [-1.17575, -6.58720, 1.89923], [-1.52841, -6.83119, 3.75651], [-0.84662, -5.29839, 1.49065], [-0.83551, -4.28062, 2.29352], [-0.53371, -5.08667, 0.10593], [-0.27112, -3.88296, -0.30524], [-0.54696, -6.19094, -0.74471], [-0.06493, -5.85061, -2.55324], [0.79392, 3.69809, 0.29624], [1.15970, 3.13944, -1.08091], [2.18019, 4.09806, -1.71209], [1.85802, 1.79040, -0.84072], [-0.43800, 3.04019, -2.23602], [-1.09555, -0.37371, 0.08949], [-2.19201, 3.55152, -1.47624], [-2.41032, 5.05824, -1.67940], [-2.35832, 3.23624, 0.02069], [-3.32647, 2.82096, -2.19941], [-0.43338, 1.76434, -3.74175], [0.93398, 1.08538, -3.85621], [-1.47689, 0.63459, -3.63866], [-0.68720, 2.53318, -5.04685], [1.70869, 3.89380, 0.87175], [0.20025, 2.97217, 0.85100], [0.23893, 4.63535, 0.21187], [3.08901, 4.14123, -1.08927], [1.76805, 5.10407, -1.78963], [2.46637, 3.77595, -2.71398], [2.56689, 1.87710, -0.00310], [2.42455, 1.46888, -1.71292], [1.13662, 1.01918, -0.58012], [-1.60849, 5.64171, -1.22502], [-3.36736, 5.37171, -1.22958], [-2.43190, 5.30268, -2.74143], [-1.81881, 3.94725, 0.64417], [-2.01224, 2.22897, 0.24188], [-3.42119, 3.29538, 0.29801], [-3.26411, 2.95147, -3.28149], [-4.29670, 3.21469, -1.86759], [-3.29709, 1.75872, -1.96033], [1.07294, 0.38649, -3.03226], [1.74922, 1.81284, -3.85874], [0.98494, 0.51263, -4.79126], [-1.51550, 0.22409, -2.63250], [-1.20903, -0.18183, -4.32370], [-2.47004, 0.97962, -3.92089], [0.10333, 3.26230, -5.22430], [-1.63524, 3.07260, -5.01530], [-0.71411, 1.83458, -5.89904], [-1.72993, -1.46306, 5.91196], [-0.65786, -1.51376, 4.37537], [-0.19574, 0.24710, 4.55558], [-1.76532, -1.52732, 3.36276], [-1.09193, -1.34169, 6.78686], [-2.25148, -2.41722, 5.94495], [-2.45243, -0.65422, 5.83116], [0.32380, 0.38820, 5.50436], [-1.10774, 0.83904, 4.52147], [0.43984, 0.49951, 3.71161], [0.82274, -1.76154, 2.33794], [2.21635, -1.87201, 2.20237], [3.11616, -1.52708, 3.23671], [4.47721, -1.65731, 3.07160], [5.01077, -2.12124, 1.87242], [4.14751, -2.44382, 0.82667], [2.78685, -2.31910, 0.97972], [2.70731, -1.17401, 4.17590], [5.14455, -1.39514, 3.88480], [6.08135, -2.23039, 1.75745], [4.54937, -2.79183, -0.11739], [2.11368, -2.56613, 0.16680]], "forces_ev_per_a": [[2.509, -2.441, 1.480], [0.042, 0.143, 0.072], [0.003, -0.124, 0.041], [0.023, -0.037, -0.079], [0.093, 0.068, 0.028], [-0.084, -0.086, 0.330], [0.016, 0.141, -0.161], [0.045, -0.529, -0.652], [-0.085, 1.537, 0.028], [-0.276, -0.616, 0.390], [-0.160, 2.197, 0.924], [0.055, 0.194, -0.365], [-0.045, -0.003, 0.170], [-0.041, -0.107, -0.147], [-0.185, -0.580, 0.058], [0.031, -0.012, 0.147], [0.057, 0.116, 0.205], [0.308, 1.858, -1.166], [-0.083, 0.087, -0.327], [0.171, -0.440, 0.289], [-0.086, -0.040, 0.057], [-0.184, 0.018, -0.139], [0.183, -0.017, 0.064], [-0.263, -0.283, 0.499], [-0.133, 0.068, 0.107], [0.193, -0.033, -0.156], [0.070, -0.125, -0.025], [0.063, 0.036, -0.006], [-0.042, 0.057, 0.089], [-0.033, 0.017, 0.049], [0.086, -0.051, 0.059], [-0.036, -0.026, -0.094], [-0.038, 0.045, -0.035], [0.120, 0.017, 0.002], [0.002, -0.052, -0.004], [0.092, -0.080, -0.003], [0.031, 0.010, -0.045], [-0.082, -0.023, 0.075], [0.088, 0.019, 0.005], [0.032, -0.038, 0.055], [-0.046, 0.016, 0.156], [-0.049, 0.071, 0.058], [-0.018, -0.046, -0.039], [-0.028, 0.062, 0.016], [-0.095, -0.057, -0.088], [0.111, -0.034, -0.014], [0.042, -0.012, 0.017], [-0.004, 0.006, -0.065], [-0.049, -0.112, -0.025], [-0.052, -0.047, -0.082], [-0.055, -0.014, 0.046], [-0.053, 0.058, 0.050], [0.024, 0.055, 0.004], [-0.040, -0.102, -0.041], [0.482, -0.255, -0.659], [-0.616, 1.000, 1.463], [0.152, -0.454, -0.137], [-0.021, -0.241, -0.891], [0.007, -0.014, 0.039], [0.038, -0.029, 0.027], [0.040, 0.038, -0.058], [0.037, -0.003, -0.003], [-0.071, -0.066, -0.022], [0.026, 0.025, -0.005], [-3.277, -0.211, -0.663], [2.071, -0.550, -1.151], [-0.851, -0.083, -0.134], [0.447, -0.035, 0.037], [-0.444, 0.016, 0.000], [0.509, 0.027, -0.056], [-0.612, 0.093, 0.376], [0.009, 0.021, 0.014], [-0.036, 0.000, 0.003], [0.011, 0.025, -0.019], [-0.010, 0.001, 0.015], [-0.033, -0.031, 0.010]]}

=====

{"formula": "C27H38F6IrN6O6S2", "method": "ωB97M-V with the def2-TZVPD basis set", "gap_ev": [8.9, 7.2], "total_energy_ev": -90645.736, "total_charge": 1, "e_homo_ev": [-11.40, -12.05], "s_squared": 6.042, "spin_multiplicity": 5, "largest_force_ev_per_a": 1.04, "species": ["Ir", "O", "C", "C", "C", "C", "C", "C", "C", "C", "N", "H", "H", "H", "H", "H", "H", "H", "H", "H", "H", "H", "F", "C", "F", "F", "S", "O", "O", "N", "S", "O", "O", "C", "F", "F", "F", "C", "C", "C", "C", "N", "C", "N", "N", "N", "H", "H", "H", "H", "H", "H", "H", "H", "H", "H", "C", "C", "C", "C", "C", "C", "C", "C", "C", "C", "C", "C", "O", "H", "H", "H", "H", "H", "H", "H", "H", "H", "H", "H", "H", "H", "H", "H", "H", "H"], "xyz": [[-0.37728, -0.07125, -0.90179], [-2.04460, 0.00900, -2.80440], [-2.12587, 0.88932, -3.94050], [-0.82089, 1.05716, -4.69741], [0.34773, 1.41807, -3.76338], [-0.04715, 2.50006, -2.79572], [0.09830, 3.84142, -3.12350], [-0.31794, 4.81683, -2.23555], [-0.89423, 4.43410, -1.03305], [-1.02907, 3.08755, -0.77488], [-0.61346, 2.14001, -1.62514], [-2.01722, -0.91657, -3.08589], [-2.44304, 1.84658, -3.53318], [-2.91351, 0.54164, -4.60728], [-0.97229, 1.84377, -5.44164], [-0.56401, 0.14112, -5.23634], [1.22003, 1.71824, -4.34417], [0.62767, 0.53090, -3.20226], [0.54513, 4.11032, -4.07300], [-0.19805, 5.86711, -2.47799], [-1.23452, 5.16503, -0.31192], [-1.49280, 2.73977, 0.14183], [4.36947, -0.92646, -0.80928], [3.21216, -1.41463, -1.22795], [3.43764, -2.37181, -2.11329], [2.53190, -0.42841, -1.83390], [2.29876, -2.12805, 0.26438], [1.15251, -1.25198, 0.57456], [3.31385, -2.22900, 1.25201], [1.80405, -3.51468, -0.29148], [0.38632, -3.44489, -0.98289], [0.21595, -2.25921, -1.84544], [-0.69749, -3.75069, -0.09668], [0.47816, -4.85701, -2.15006], [-0.61172, -4.78952, -2.90343], [1.56363, -4.76961, -2.90239], [0.48471, -5.98060, -1.45642], [-3.33275, -5.59829, 1.10929], [-3.63259, -4.62882, 2.25244], [-2.37918, -4.30672, 3.06684], [-4.31476, -3.35956, 1.75615], [-3.49187, -2.57497, 0.81996], [-2.60579, -1.62622, 1.06377], [-2.17760, -1.15562, -0.08121], [-2.81504, -1.88402, -1.05281], [-3.62095, -2.72017, -0.51556], [-2.97478, -6.54728, 1.51374], [-2.55570, -5.19993, 0.45519], [-4.22388, -5.80220, 0.50928], [-4.37531, -5.08860, 2.90987], [-1.60885, -3.85579, 2.43154], [-1.95686, -5.22038, 3.48671], [-2.60111, -3.63033, 3.89927], [-4.56166, -2.70720, 2.59039], [-5.22659, -3.60513, 1.22208], [-2.30751, -1.28629, 2.04566], [3.39912, 4.17644, -0.83217], [3.62373, 2.80544, -0.17682], [5.11260, 2.55564, 0.07678], [2.81751, 2.71103, 1.09174], [3.18117, 3.41160, 2.20997], [2.40651, 3.36269, 3.37220], [1.23994, 2.58484, 3.43559], [0.80680, 1.85080, 2.36610], [-0.42171, 0.97728, 2.49160], [-1.59747, 1.70894, 3.15004], [-0.08136, -0.30228, 3.27721], [1.58453, 1.91659, 1.12818], [1.21453, 1.34290, 0.06520], [3.89419, 4.21187, -1.80702], [3.81339, 4.97806, -0.21156], [2.33305, 4.37435, -0.97845], [3.25532, 2.05235, -0.86175], [5.55280, 3.35124, 0.68593], [5.64904, 2.53010, -0.87383], [5.27661, 1.60372, 0.58611], [4.08174, 4.01767, 2.19741], [2.71345, 3.93091, 4.24412], [0.67646, 2.56193, 4.36142], [-0.72420, 0.67924, 1.49548], [-1.41735, 1.86864, 4.21520], [-2.50815, 1.11265, 3.05954], [-1.78138, 2.68619, 2.69429], [0.36346, -0.04717, 4.24207], [0.61848, -0.93180, 2.72781], [-0.99284, -0.87794, 3.47446]], "forces_ev_per_a": [[-0.046, 0.364, -0.130], [0.349, -0.177, -0.159], [-0.005, -0.061, 0.077], [0.113, -0.103, 0.120], [-0.203, 0.095, 0.062], [-0.045, -0.046, 0.190], [0.004, 0.080, -0.024], [0.004, 0.094, -0.034], [-0.019, 0.081, -0.032], [-0.078, -0.194, -0.001], [0.222, -0.308, -0.160], [-0.232, 0.031, -0.010], [-0.077, 0.025, 0.040], [-0.051, -0.065, -0.006], [0.019, -0.026, 0.000], [-0.032, 0.057, -0.013], [-0.034, 0.048, 0.026], [0.156, -0.156, 0.069], [-0.004, -0.027, 0.050], [0.002, -0.087, 0.017], [-0.015, -0.050, -0.025], [0.080, -0.018, -0.022], [0.039, 0.162, -0.062], [-0.013, 0.057, 0.123], [0.013, 0.077, -0.014], [-0.035, -0.027, 0.079], [-0.185, 0.182, -0.209], [0.493, -0.090, -0.317], [-0.146, -0.205, 0.092], [-0.197, 0.225, 0.071], [-0.215, 0.100, 0.264], [-0.169, 0.024, 0.069], [-0.102, 0.059, -0.077], [0.171, 0.269, 0.111], [-0.023, -0.173, -0.166], [-0.117, -0.105, -0.065], [0.036, -0.115, -0.119], [-0.009, -0.013, 0.065], [0.174, -0.046, -0.059], [-0.040, -0.013, -0.049], [0.143, -0.042, -0.069], [-0.617, -0.350, -0.106], [0.227, 0.380, 0.305], [0.251, -0.402, -0.927], [-0.278, -0.080, 0.559], [0.677, 0.547, 0.229], [-0.007, 0.059, -0.039], [-0.036, -0.025, -0.002], [0.062, 0.024, 0.049], [0.003, -0.011, 0.065], [-0.032, -0.058, 0.063], [0.008, 0.044, -0.018], [0.020, -0.037, -0.059], [-0.018, 0.109, 0.024], [-0.088, 0.069, -0.110], [-0.061, -0.124, -0.200], [-0.002, 0.027, -0.016], [0.036, 0.148, 0.066], [0.013, -0.002, 0.009], [-0.220, -0.101, -0.067], [0.027, 0.074, 0.220], [0.012, 0.022, 0.027], [0.098, 0.068, 0.089], [0.035, -0.062, -0.145], [0.141, 0.028, 0.363], [0.084, 0.085, -0.047], [0.021, 0.060, -0.006], [-0.066, 0.008, -0.069], [0.142, 0.069, 0.406], [-0.038, 0.010, 0.097], [-0.054, -0.080, -0.059], [0.082, -0.011, -0.007], [-0.090, -0.235, -0.118], [-0.022, -0.090, -0.077], [-0.012, 0.016, 0.057], [-0.006, 0.050, -0.038], [-0.106, -0.067, 0.018], [-0.030, -0.060, -0.082], [0.059, 0.013, -0.033], [-0.102, -0.032, -0.302], [-0.034, -0.009, -0.041], [0.014, 0.025, 0.023], [-0.005, -0.085, 0.015], [-0.078, -0.018, -0.015], [-0.085, 0.076, 0.121], [0.150, 0.041, 0.076]]}